No. 1
An isolated ion of composition C23H30NO3 and charge +1. Source: OMol25; level of theory: ωB97M-V/def2-TZVPD.

XYZ file:
```
57
Properties=species:S:1:pos:R:3:mulliken_charge:R:1
O -4.194 0.459 -1.555 -0.477
O 0.803 -1.252 0.062 -0.114
O 2.920 -0.980 -1.670 -0.290
N 2.607 0.685 0.361 1.134
C 0.380 2.330 0.236 0.858
C -0.472 -0.904 -0.417 0.189
C 2.040 1.088 1.660 -1.467
C -2.953 0.017 -1.263 0.315
C -0.890 2.863 0.050 -0.752
C -2.777 -0.490 0.026 -0.085
C 4.092 -0.835 -0.901 -0.696
C 3.811 -0.156 0.464 -0.536
C -1.951 -2.940 1.855 -0.120
C -1.835 2.808 1.055 -0.664
C 2.258 -2.230 -1.664 -0.920
C -1.516 2.222 2.270 -0.669
C -0.635 -0.417 -1.703 -0.694
C 0.689 1.724 1.449 1.128
C -2.991 -3.336 2.562 -0.941
C 1.376 2.381 -0.893 -1.040
C -1.867 0.038 -2.134 -0.694
C 1.400 -2.454 -0.402 -0.545
C -0.260 1.680 2.462 -0.699
C -1.420 -1.534 1.847 -1.192
C -4.458 0.963 -2.846 -0.886
C -1.553 -0.953 0.465 0.814
C 2.758 1.879 -0.491 -0.654
H 4.587 -1.797 -0.738 0.414
H -1.965 0.407 -3.142 0.485
H -1.426 -3.636 1.214 0.211
H -1.130 3.325 -0.895 0.469
H -1.983 -0.926 2.555 0.497
H -0.009 1.217 3.404 0.470
H -4.287 0.205 -3.615 0.352
H 3.621 -0.911 1.230 0.346
H 1.880 0.045 -0.074 -0.652
H 2.028 -2.800 0.427 0.399
H -3.631 -0.516 0.683 0.521
H 1.459 3.404 -1.263 0.658
H -3.532 -2.662 3.205 0.266
H 2.731 1.780 2.154 0.408
H 0.207 -0.392 -2.380 0.321
H 1.623 -2.205 -2.552 0.369
H -0.369 -1.541 2.143 0.168
H -2.817 3.222 0.895 0.445
H -3.852 1.849 -3.061 0.328
H 0.991 1.773 -1.716 0.212
H 3.328 1.619 -1.383 0.406
H 4.669 0.445 0.771 0.419
H -5.510 1.240 -2.842 0.263
H -2.246 2.184 3.062 0.474
H 1.928 0.206 2.294 0.427
H 0.644 -3.214 -0.609 0.415
H -3.342 -4.353 2.536 0.293
H 3.306 2.638 0.073 0.432
H 4.764 -0.209 -1.497 0.444
H 2.970 -3.056 -1.768 0.438
```

Results
Orbital gap ... 8.93 eV
HOMO ... -10.991 eV
SMILES ... C=CCc1cc(OC)ccc1OCCOCC[N@@H+]1CCc2ccccc2C1
Energy relative to the best compared isomer or geometry (same formula, charge and spin) ... 44.3 kcal/mol
Charge ... +1


No. 2
A 2-piece molecular cluster, CH2F3P overall in a non-equilibrium geometry. Source: OMol25; level of theory: ωB97M-V/def2-TZVPD.

XYZ file:
```
7
Properties=species:S:1:pos:R:3:mulliken_charge:R:1
P -1.302 2.113 -1.546 0.488
F -2.665 1.849 -0.745 -0.212
F 0.969 0.176 1.226 -0.190
F -1.449 0.744 -2.418 -0.242
C -0.087 0.678 0.615 -0.332
H -0.643 -0.105 -0.109 0.222
H -0.798 1.263 1.267 0.267
```

Results
Orbital gap (spin up / spin down) ... 8.39 / 8.44 eV
HOMO (spin up / spin down) ... -9.026 / -8.437 eV
Energy relative to the best compared isomer or geometry (same formula, charge and spin) ... 68.9 kcal/mol


No. 3
An isolated ion of composition C2H7N4O and charge +1 in a non-equilibrium geometry. Source: OMol25; level of theory: ωB97M-V/def2-TZVPD.

XYZ file:
```
14
Properties=species:S:1:pos:R:3:mulliken_charge:R:1
O 1.971 1.169 0.005 -0.491
N -1.066 -0.788 0.013 -0.437
N -0.424 1.436 -0.046 -0.365
N 1.148 -1.798 0.051 -0.473
N -1.517 0.493 0.308 0.104
C 0.782 0.627 -0.101 0.262
C 0.414 -0.693 0.041 0.191
H -1.827 0.513 1.334 0.367
H -2.294 0.939 -0.114 0.337
H 0.767 -2.782 -0.185 0.274
H -0.576 1.929 -1.000 0.297
H 1.919 1.641 0.924 0.366
H -1.357 -1.127 -0.963 0.315
H 2.060 -1.559 -0.268 0.255
```

Results
Orbital gap ... 8.33 eV
HOMO ... -11.966 eV
SMILES ... NC1=C(O)N[NH2+]N1
Energy relative to the best compared isomer or geometry (same formula, charge and spin) ... 106.6 kcal/mol
Charge ... +1


No. 4
A 2-piece molecular cluster, C4H8O4 overall in a non-equilibrium geometry. Source: OMol25; level of theory: ωB97M-V/def2-TZVPD.

XYZ file:
```
16
Properties=species:S:1:pos:R:3:mulliken_charge:R:1
O 1.240 -1.306 0.840 -0.563
O -0.906 -1.084 1.551 -0.418
O 0.812 0.965 -1.671 -0.423
O -1.208 1.497 -0.732 -0.571
C 0.429 -2.738 2.582 -0.998
C -0.410 2.696 -2.587 -1.035
C 0.332 -1.646 1.592 0.834
C -0.321 1.635 -1.573 0.824
H -0.842 -0.407 0.850 0.263
H 1.333 -3.315 2.386 0.323
H 0.571 -2.313 3.637 0.252
H -0.432 -3.389 2.498 0.298
H 0.477 3.305 -2.480 0.286
H -1.326 3.296 -2.489 0.302
H 0.923 0.345 -0.877 0.313
H -0.387 2.224 -3.523 0.312
```

Results
Orbital gap ... 11.32 eV
HOMO ... -10.533 eV
SMILES ... CC(=O)O.CC(=O)O
Energy relative to the best compared isomer or geometry (same formula, charge and spin) ... 11.3 kcal/mol